Formula: C23H51ClF3N2O3P
Source: the OMol25 dataset
Level of theory: wB97M-V/def2-TZVPD

Bonds (Å) are listed after each position.
Positions of all 84 atoms, in Å:
1 C -6.861 -0.873 -1.491  C2 1.639, H20 1.182, H21 1.194, H22 1.170
2 C -6.198 0.547 -1.971  C1 1.639, O3 1.471, H23 1.194, H24 1.170
3 O -5.198 1.113 -1.054  C2 1.471, C4 1.471
4 C -4.115 0.167 -0.746  O3 1.471, C5 1.638, H25 1.186, H26 1.193
5 C -3.452 -0.583 -2.044  C4 1.638, C6 1.637, H27 1.194, H28 1.194
6 C -1.857 -0.931 -1.916  C5 1.637, O7 1.469, C9 1.673, C16 1.673
7 O -0.976 0.219 -1.675  C6 1.469, C8 1.468
8 C -1.417 1.433 -2.373  O7 1.468, H29 1.169, H30 1.193, H31 1.193
9 C -1.509 -2.025 -0.699  C6 1.673, O10 1.470, P13 1.948, H32 1.194
10 O -2.705 -2.656 -0.123  C9 1.470, C11 1.470
11 C -2.751 -4.106 -0.364  O10 1.470, Cl12 1.891, H33 1.172, H34 1.170
12 Cl -3.979 -4.787 0.901  C11 1.891
13 P -0.334 -1.250 0.649  C9 1.948, C14 1.910, C15 1.946
14 C -1.178 0.209 1.547  P13 1.910, H35 1.174, H36 1.187, H37 1.182
15 C -0.256 -2.650 1.998  P13 1.946, H38 1.193, H39 1.180, H40 1.187
16 C -1.457 -1.748 -3.321  C6 1.673, F17 1.481, F18 1.509, F19 1.511
17 F -1.875 -1.037 -4.550  C16 1.481
18 F 0.035 -1.958 -3.393  C16 1.509
19 F -2.128 -3.100 -3.383  C16 1.511
20 H -6.753 -1.645 -2.381  C1 1.182
21 H -8.036 -0.705 -1.365  C1 1.194
22 H -6.486 -1.278 -0.460  C1 1.170
23 H -7.093 1.335 -2.009  C2 1.194
24 H -5.842 0.416 -3.079  C2 1.170
25 H -3.257 0.793 -0.220  C4 1.186
26 H -4.489 -0.599 0.088  C4 1.193
27 H -3.696 -0.019 -3.067  C5 1.194
28 H -4.015 -1.631 -2.144  C5 1.194
29 H -1.886 1.263 -3.431  C8 1.169
30 H -0.477 2.161 -2.474  C8 1.193
31 H -2.170 2.020 -1.658  C8 1.193
32 H -0.861 -2.912 -1.168  C9 1.194
33 H -3.252 -4.296 -1.405  C11 1.172
34 H -1.743 -4.674 -0.187  C11 1.170
35 H -2.293 -0.030 1.828  C14 1.174
36 H -1.202 1.111 0.776  C14 1.187
37 H -0.545 0.552 2.485  C14 1.182
38 H -1.364 -2.720 2.436  C15 1.193
39 H 0.440 -2.365 2.906  C15 1.180
40 H 0.034 -3.701 1.530  C15 1.187
41 C 3.136 -2.557 0.366  C42 1.526, H48 1.095, H49 1.095, H50 1.094
42 C 4.413 -3.315 0.716  C41 1.526, N43 1.466, H51 1.096, H52 1.095
43 N 4.660 -3.436 2.156  C42 1.466, C44 1.468, C46 1.463
44 C 6.009 -3.920 2.472  N43 1.468, C45 1.527, H53 1.097, H54 1.098
45 C 6.371 -5.338 2.034  C44 1.527, H55 1.091, H56 1.096, H57 1.091
46 C 3.586 -4.030 2.952  N43 1.463, C47 1.524, H58 1.098, H59 1.098
47 C 3.129 -5.436 2.586  C46 1.524, H60 1.094, H61 1.096, H62 1.094
48 H 3.130 -1.560 0.818  C41 1.095
49 H 3.065 -2.433 -0.720  C41 1.095
50 H 2.239 -3.094 0.691  C41 1.094
51 H 5.243 -2.761 0.262  C42 1.096
52 H 4.384 -4.295 0.229  C42 1.095
53 H 6.185 -3.828 3.551  C44 1.097
54 H 6.732 -3.231 2.014  C44 1.098
55 H 5.910 -6.087 2.679  C45 1.091
56 H 7.456 -5.478 2.110  C45 1.096
57 H 6.091 -5.539 0.999  C45 1.091
58 H 2.713 -3.366 2.903  C46 1.098
59 H 3.866 -4.017 4.014  C46 1.098
60 H 3.023 -5.581 1.507  C47 1.094
61 H 2.150 -5.637 3.035  C47 1.096
62 H 3.813 -6.197 2.972  C47 1.094
63 C 3.173 5.557 -0.498  C64 1.526, H70 1.095, H71 1.095, H72 1.094
64 C 1.708 5.153 -0.641  C63 1.526, N65 1.466, H73 1.096, H74 1.095
65 N 0.869 5.537 0.497  C64 1.466, C66 1.468, C68 1.463
66 C -0.460 4.914 0.472  N65 1.468, C67 1.527, H75 1.097, H76 1.098
67 C -1.397 5.294 -0.672  C66 1.527, H77 1.091, H78 1.096, H79 1.091
68 C 0.882 6.953 0.866  N65 1.463, C69 1.524, H80 1.098, H81 1.098
69 C 0.466 7.965 -0.195  C68 1.524, H82 1.094, H83 1.096, H84 1.094
70 H 3.607 5.153 0.422  C63 1.095
71 H 3.750 5.163 -1.341  C63 1.095
72 H 3.300 6.644 -0.497  C63 1.094
73 H 1.690 4.062 -0.740  C64 1.096
74 H 1.323 5.562 -1.581  C64 1.095
75 H -0.969 5.105 1.424  C66 1.097
76 H -0.321 3.825 0.446  C66 1.098
77 H -1.824 6.288 -0.527  C67 1.091
78 H -2.236 4.590 -0.707  C67 1.096
79 H -0.904 5.259 -1.646  C67 1.091
80 H 1.894 7.212 1.203  C68 1.098
81 H 0.261 7.106 1.759  C68 1.098
82 H 0.896 7.751 -1.177  C69 1.094
83 H 0.805 8.966 0.094  C69 1.096
84 H -0.622 8.018 -0.297  C69 1.094

The structure (SMILES) is CCOCC[C@@](OC)([C@H](OCCl)P(C)C)C(F)(F)F.CCN(CC)CC.CCN(CC)CC. The frontier orbital gap is 8.6 eV. Its total charge is 0. As for the spin multiplicity: 1.

Results of the Mulliken charge analysis, in e, for atoms 1 through 8: number 1, C, carries -0.80; number 2, C, carries -0.14; number 3, O, carries -0.45; number 4, C, carries -0.02; number 5, C, carries -0.81; number 6, C, carries 0.79; number 7, O, carries -0.47; number 8, C, carries -0.21